No. 1
Here is C23H23BrN4O3TcTe4 as an isolated structure in a non-equilibrium geometry from the Open Molecules 2025 dataset. Energies are from the ωB97M-V functional and the def2-TZVPD basis.

Structure (XYZ):
```
59
Properties=species:S:1:pos:R:3
Tc -0.600 0.586 -1.246
O -3.304 1.676 1.759
C -2.408 1.581 0.929
N -2.048 0.495 0.228
C -2.517 -0.785 0.710
C -1.418 -1.828 0.674
C -1.613 -3.105 1.210
C -0.573 -4.003 1.194
C 0.643 -3.618 0.648
C 0.748 -2.339 0.117
N -0.264 -1.480 0.121
C -1.443 2.742 0.703
C -1.586 3.935 1.382
C -0.604 4.897 1.241
C 0.489 4.617 0.446
C 0.547 3.400 -0.212
N -0.415 2.497 -0.090
H -3.372 -1.151 0.137
H -2.857 -0.676 1.738
H -2.573 -3.365 1.640
H -0.700 -4.996 1.614
H 1.494 -4.285 0.629
H 1.670 -1.980 -0.333
H -2.459 4.058 2.008
H -0.683 5.848 1.754
H 1.297 5.325 0.317
H 1.365 3.137 -0.866
Te 1.791 0.586 -2.339
Te 2.197 2.669 -3.921
Te -0.787 2.747 -5.247
Te -1.765 2.426 -2.750
Br 6.367 -0.162 2.229
C 4.678 0.211 3.038
C 4.633 0.400 4.406
C 3.402 0.662 4.993
C 2.248 0.716 4.215
C 2.315 0.526 2.843
C 3.543 0.281 2.242
C 1.042 0.572 1.986
O -0.045 0.561 2.593
O 1.274 0.601 0.742
H 5.539 0.344 4.997
H 3.347 0.821 6.066
H 1.271 0.899 4.646
H 3.584 0.163 1.166
C -1.574 -0.981 -4.734
C -1.420 -1.579 -3.346
C -2.754 -2.167 -2.878
C -0.342 -2.666 -3.364
N -1.040 -0.581 -2.383
H -1.870 -1.776 -5.432
H -0.640 -0.532 -5.065
H -2.323 -0.193 -4.742
H -3.091 -2.922 -3.595
H -3.502 -1.375 -2.810
H -2.646 -2.634 -1.892
H -0.642 -3.455 -4.062
H -0.215 -3.103 -2.369
H 0.609 -2.244 -3.683
```

Values from the calculation:
Orbital gap (spin up / spin down), eV: 4.08 / 4.84
Relative energy (zero: lowest compared OMol25 entry of this formula, charge and spin), kJ/mol: 44.4
Spin multiplicity: 2
Total charge: -2
F_max, Eh/bohr: 0.057
Highest occupied orbital energy (spin up / spin down), eV: -0.1250 / -0.8837
Electronic energy, hartree: -5062.014825



No. 2
Here is C23H23Cl3CrGeN4O4Se as an isolated structure from the Open Molecules 2025 dataset. Energies are from the ωB97M-V functional and the def2-TZVPD basis.

Structure (XYZ):
```
60
Properties=species:S:1:pos:R:3
Cr -0.295 -0.877 0.231
O 1.220 0.068 0.174
C 2.192 0.016 -0.728
C 3.498 0.309 -0.328
C 4.531 0.260 -1.238
C 4.289 -0.045 -2.581
C 3.004 -0.316 -2.990
C 1.939 -0.314 -2.078
C 0.619 -0.651 -2.552
N -0.389 -0.880 -1.799
C -1.665 -1.310 -2.393
C -2.699 -1.500 -1.269
N -1.953 -2.006 -0.117
C -2.237 -3.165 0.357
C -1.341 -3.946 1.157
C -1.768 -5.131 1.773
C -0.862 -5.991 2.339
C 0.503 -5.687 2.274
C 0.949 -4.532 1.672
C 0.033 -3.627 1.127
O 0.454 -2.517 0.547
H 3.662 0.549 0.715
H 5.542 0.467 -0.907
H 5.105 -0.065 -3.290
H 2.803 -0.549 -4.030
H 0.504 -0.744 -3.635
H -1.505 -2.263 -2.901
H -2.021 -0.583 -3.124
H -3.476 -2.199 -1.578
H -3.157 -0.549 -1.021
H -3.166 -3.641 0.043
H -2.829 -5.354 1.802
H -1.195 -6.899 2.824
H 1.225 -6.371 2.704
H 1.999 -4.274 1.630
Cl -1.313 -2.045 4.036
Ge -0.278 -0.667 2.702
Cl -0.408 1.254 3.714
Cl 1.838 -1.195 3.176
Se 0.156 2.751 -1.221
C 0.965 4.323 -0.500
C 2.238 4.238 0.048
C 2.816 5.392 0.555
N 2.225 6.584 0.536
C 1.006 6.651 0.003
C 0.332 5.559 -0.521
H 2.757 3.288 0.086
H 3.806 5.360 0.998
H 0.552 7.636 -0.014
H -0.657 5.669 -0.944
N -3.268 2.767 -0.274
C -3.378 2.012 0.974
C -2.497 0.780 1.056
O -2.746 -0.035 1.935
O -1.542 0.647 0.170
H -3.858 3.587 -0.230
H -3.579 2.208 -1.059
H -1.211 3.237 -1.026
H -4.392 1.666 1.187
H -3.073 2.653 1.803
```

Values from the calculation:
Orbital gap (spin up / spin down), eV: 6.06 / 7.24
Relative energy (zero: lowest compared OMol25 entry of this formula, charge and spin), kJ/mol: 0.0
Spin multiplicity: 3
F_max, Eh/bohr: 0.015
Highest occupied orbital energy (spin up / spin down), eV: -8.1606 / -8.1697
Electronic energy, hartree: -8313.806685



No. 3
Here is a 12-piece molecular cluster, C23H23Cl46N4O overall in a non-equilibrium geometry from the Open Molecules 2025 dataset. Energies are from the ωB97M-V functional and the def2-TZVPD basis.

Structure (XYZ):
```
97
Properties=species:S:1:pos:R:3
C 2.531 -2.523 -3.544
C 1.270 -1.445 -3.372
O 1.777 -0.153 -3.860
C 2.365 0.647 -2.735
C 1.314 1.874 -2.458
N 1.679 2.786 -1.308
C 1.974 2.409 -0.021
N 2.034 0.993 0.506
C 2.443 1.165 1.980
C 2.715 -0.036 3.065
Cl 1.236 -1.151 3.135
C 4.114 -0.792 2.590
C 3.955 -1.691 1.226
N 2.533 2.668 2.191
C 2.859 3.442 3.470
C 1.457 4.272 3.847
C 0.094 3.386 3.595
Cl 0.037 1.824 4.655
N 2.288 3.453 1.072
H 3.517 -1.862 -3.656
H 2.609 -3.281 -2.656
H 2.390 -3.071 -4.592
H 0.822 -1.427 -2.290
H 0.398 -1.854 -4.077
H 2.499 -0.106 -1.849
H 3.430 1.037 -3.102
H 0.183 1.525 -2.327
H 1.318 2.547 -3.443
H 1.697 3.831 -1.507
H 2.919 0.378 4.153
H 4.878 0.083 2.320
H 4.620 -1.423 3.445
H 2.851 -1.965 0.945
H 4.417 -1.129 0.293
H 4.586 -2.694 1.348
H 3.784 4.160 3.357
H 3.009 2.645 4.335
H 1.459 4.690 4.945
H 1.415 5.171 3.071
H -0.106 3.132 2.449
H -0.868 4.005 3.935
H 2.313 4.498 0.945
C -0.616 -4.765 2.418
Cl -1.384 -3.408 3.281
Cl 0.551 -4.129 1.231
Cl 0.235 -5.806 3.587
Cl -1.864 -5.715 1.574
C -2.912 -2.790 -3.457
Cl -2.231 -1.156 -3.253
Cl -2.300 -3.504 -4.971
Cl -2.427 -3.811 -2.080
Cl -4.689 -2.688 -3.525
C -2.253 4.195 -0.038
Cl -2.127 5.860 0.583
Cl -0.632 3.601 -0.479
Cl -2.949 3.143 1.219
Cl -3.304 4.176 -1.477
C -1.101 8.244 -3.078
Cl -0.846 9.624 -1.980
Cl -0.428 8.629 -4.682
Cl -0.284 6.803 -2.421
Cl -2.847 7.920 -3.228
C -1.813 9.306 -8.629
Cl -2.223 8.762 -6.983
Cl -0.067 9.650 -8.723
Cl -2.230 8.029 -9.798
Cl -2.730 10.785 -9.012
C -1.362 -7.880 -2.156
Cl -2.864 -8.611 -1.537
Cl -0.881 -6.528 -1.099
Cl -0.069 -9.105 -2.177
Cl -1.633 -7.274 -3.809
C -3.755 -12.126 0.346
Cl -4.326 -13.198 -0.958
Cl -2.292 -11.264 -0.192
Cl -5.029 -10.945 0.744
Cl -3.375 -13.098 1.790
C 5.347 3.987 -2.019
Cl 5.536 3.047 -3.521
Cl 5.531 2.905 -0.615
Cl 6.591 5.261 -1.955
Cl 3.730 4.733 -1.985
C 1.946 8.074 6.297
Cl 0.506 7.322 5.566
Cl 2.352 9.565 5.411
Cl 1.610 8.468 8.002
Cl 3.318 6.939 6.209
C -5.966 -4.651 1.658
Cl -5.370 -4.027 0.099
Cl -4.899 -4.088 2.970
Cl -7.621 -4.055 1.942
Cl -5.975 -6.432 1.621
C -6.078 -9.598 4.644
Cl -7.323 -10.031 5.843
Cl -5.363 -8.023 5.072
Cl -4.805 -10.844 4.633
Cl -6.821 -9.493 3.028
```

Values from the calculation:
Orbital gap, eV: 8.58
Spin multiplicity: 1
Total charge: +1
F_max, Eh/bohr: 0.126
Highest occupied orbital energy, eV: -11.8856
Electronic energy, hartree: -22352.598140